1.
{
  "formula": "C5H11NS",
  "method": "ωB97M-V/def2-TZVPD",
  "e_tot_ev": -17687.963,
  "fmax_ev_per_a": 1.90,
  "charge": 0,
  "mol_weight_g_mol": 117.22,
  "e_lumo_ev": 0.80,
  "smiles": "C[C@@]1(S)CC[C@@H]1N",
  "elements": ["C", "C", "S", "C", "C", "C", "N", "H", "H", "H", "H", "H", "H", "H", "H", "H", "H", "H"],
  "coordinates": [[1.3469, -1.3000, -0.9178], [0.2480, -0.2578, -0.4565], [0.9763, 1.3490, -0.0999], [-1.0692, -0.1754, -1.2941], [-1.8535, -0.0985, 0.0385], [-0.6286, -0.7017, 0.7711], [-0.3540, -0.2251, 2.1219], [1.8825, -0.9403, -1.8080], [2.0257, -1.4805, -0.0762], [0.8921, -2.2791, -1.0399], [1.3395, 1.7182, -1.3508], [-1.1896, -1.1394, -1.8044], [-1.1875, 0.7238, -1.9203], [-2.7549, -0.7815, 0.0896], [-1.9456, 0.9312, 0.3902], [-0.6306, -1.8002, 0.7364], [0.5344, -0.5768, 2.4736], [-0.3715, 0.8169, 2.2081]],
  "atomic_forces_ev_per_a": [[-0.868, 0.959, 0.982], [0.942, -1.145, -0.845], [0.219, 0.468, -0.001], [0.491, 0.502, 0.604], [-0.312, -1.848, 0.314], [0.455, 0.732, -0.128], [-0.135, 0.533, -0.188], [-0.130, -0.358, 0.299], [0.258, 0.461, -0.231], [-0.271, -0.059, -0.620], [-0.187, -0.283, 0.226], [-0.280, 0.461, -0.146], [0.124, -0.714, -0.140], [0.618, 1.428, 0.134], [-0.618, -0.183, -0.188], [-0.160, 0.221, 0.301], [-0.236, 0.194, -0.075], [0.091, -1.369, -0.297]],
  "nbo_charge": [-0.621, -0.149, -0.052, -0.425, -0.411, -0.049, -0.840, 0.216, 0.213, 0.204, 0.127, 0.209, 0.217, 0.214, 0.217, 0.191, 0.366, 0.369]
}

---

2.
{
  "formula": "C5H11NS2",
  "method": "ωB97M-V/def2-TZVPD",
  "e_tot_ev": -28523.175,
  "fmax_ev_per_a": 2.17,
  "charge": 0,
  "mol_weight_g_mol": 149.28,
  "e_lumo_ev": -0.03,
  "smiles": "CC(C)SC(=S)CN",
  "elements": ["C", "C", "C", "S", "C", "S", "C", "N", "H", "H", "H", "H", "H", "H", "H", "H", "H", "H", "H"],
  "coordinates": [[-1.5942, -0.4807, -0.8815], [-0.4276, 0.5256, -0.7305], [-0.5810, 1.8161, -1.6077], [1.1228, -0.3605, -1.2190], [1.9823, -0.6611, 0.2870], [3.5442, -1.1150, 0.3640], [1.2246, -0.4622, 1.5882], [-0.0890, -1.1137, 1.7628], [-1.6568, -0.8188, -1.9448], [-2.5315, 0.0250, -0.6632], [-1.4401, -1.3083, -0.2392], [-0.3022, 0.7176, 0.3135], [-1.0232, 1.4717, -2.5542], [-1.1483, 2.6289, -1.0771], [0.4693, 2.2544, -1.7898], [1.0395, 0.6024, 1.6985], [1.9390, -0.7507, 2.3708], [-0.4823, -0.8654, 2.6833], [-0.0456, -2.1052, 1.6390]],
  "atomic_forces_ev_per_a": [[0.247, 1.303, -1.714], [-0.309, -0.428, -0.800], [1.596, 0.000, 0.757], [0.466, 0.072, 0.458], [-0.775, -0.047, -0.101], [-0.228, 0.009, -0.449], [-0.023, -0.357, 0.984], [0.166, 0.950, 0.089], [0.065, 0.144, 0.735], [-0.191, -0.023, 0.185], [-0.021, -0.686, 0.518], [-0.087, 0.492, 0.356], [0.037, 0.705, 0.194], [0.139, -1.012, -0.677], [-1.649, -0.645, 0.057], [0.156, 0.326, 0.065], [-0.118, 0.137, -0.129], [0.415, -0.434, -0.756], [0.113, -0.507, 0.226]],
  "nbo_charge": [-0.612, -0.317, -0.631, 0.321, -0.298, 0.017, -0.311, -0.855, 0.200, 0.207, 0.233, 0.225, 0.215, 0.224, 0.225, 0.205, 0.207, 0.374, 0.368]
}

---

3.
{
  "formula": "C5H11NS2",
  "method": "ωB97M-V/def2-TZVPD",
  "e_tot_ev": -28512.179,
  "fmax_ev_per_a": 3.75,
  "charge": 0,
  "mol_weight_g_mol": 149.28,
  "e_lumo_ev": [-0.45, -0.45],
  "elements": ["C", "C", "C", "C", "C", "N", "S", "S", "H", "H", "H", "H", "H", "H", "H", "H", "H", "H", "H"],
  "coordinates": [[-2.1665, -1.5295, 0.1686], [-2.4109, 1.2399, 0.1251], [2.3867, 1.2271, 0.5631], [2.0110, -1.4914, 0.0175], [0.2975, 0.0833, -1.2802], [-0.4164, 0.2029, 1.3236], [-1.3858, -0.0344, 0.1430], [1.4140, 0.0202, 0.0849], [-1.3880, -2.1366, 0.5801], [-2.3935, -1.6861, -0.8011], [-1.9274, 2.2509, 0.0886], [-3.2918, 1.1606, -0.5329], [1.9800, 2.0774, 0.2204], [3.1132, 1.1144, 1.2989], [1.2975, -2.1618, -0.6041], [2.7500, -1.9656, 0.5976], [0.4254, -0.7081, -2.0268], [0.2462, 1.1760, -1.6687], [-0.5411, 1.1608, 1.7023]],
  "atomic_forces_ev_per_a": [[1.821, 2.214, 2.418], [-0.164, 1.257, -1.422], [-0.907, -2.488, -0.983], [-2.784, -0.762, -2.034], [-0.775, 2.613, 0.680], [2.023, 0.369, 0.874], [-2.533, 0.436, -0.120], [1.585, -2.015, -0.198], [0.244, -1.004, 0.276], [-1.126, -1.183, -3.282], [-0.253, -1.066, 0.036], [0.391, -0.196, 0.511], [-0.954, 3.377, -0.690], [0.899, -0.303, 1.004], [1.387, 1.163, 1.394], [0.636, 0.085, 0.885], [0.365, 0.443, 0.388], [0.105, -2.037, 0.527], [0.041, -0.905, -0.264]],
  "nbo_charge": [-0.911, -0.960, -0.923, -0.888, -0.868, -1.130, 1.556, 1.396, 0.210, 0.190, 0.211, 0.232, 0.224, 0.257, 0.238, 0.249, 0.261, 0.255, 0.401]
}

---

4.
{
  "formula": "C5H11NaO4",
  "method": "ωB97M-V/def2-TZVPD",
  "e_tot_ev": -17969.769,
  "fmax_ev_per_a": 0.99,
  "charge": 0,
  "mol_weight_g_mol": 158.13,
  "e_lumo_ev": -0.44,
  "elements": ["O", "C", "O", "O", "C", "H", "H", "H", "C", "H", "H", "C", "H", "H", "H", "Na", "O", "C", "H", "H", "H"],
  "coordinates": [[-0.6505, -0.9260, 0.1104], [0.5987, -0.7400, 0.4923], [0.9402, -0.3301, 1.5947], [1.4256, -1.2649, -0.3966], [2.8231, -1.1740, -0.1040], [3.3346, -1.6204, -0.9608], [3.1182, -0.1233, 0.0131], [3.0549, -1.7231, 0.8169], [-1.6779, -0.3233, 0.9208], [-1.5398, -0.6393, 1.9630], [-1.5468, 0.7677, 0.8616], [-3.0155, -0.7571, 0.3753], [-3.1236, -0.4619, -0.6766], [-3.1371, -1.8453, 0.4557], [-3.8129, -0.2747, 0.9555], [0.8735, 1.9350, 1.7391], [0.9024, 2.0001, -0.3495], [0.4627, 1.9058, -1.6400], [0.7890, 2.7515, -2.2896], [0.8306, 0.9783, -2.1425], [-0.6496, 1.8650, -1.7390]],
  "atomic_forces_ev_per_a": [[-0.061, 0.174, -0.342], [0.431, -0.600, 0.665], [-0.122, 0.274, -0.155], [-0.357, 0.211, -0.146], [0.202, 0.206, 0.211], [-0.170, 0.104, 0.222], [-0.144, -0.249, -0.104], [-0.056, 0.092, -0.235], [0.286, 0.191, 0.219], [-0.024, 0.036, -0.223], [-0.069, -0.226, -0.055], [-0.170, -0.046, -0.121], [0.045, -0.088, 0.285], [0.038, 0.282, -0.044], [0.164, -0.123, -0.137], [0.147, -0.069, -0.635], [-0.143, -0.153, 0.801], [-0.020, -0.125, -0.439], [-0.079, -0.187, 0.177], [-0.104, 0.249, 0.026], [0.207, 0.044, 0.031]],
  "nbo_charge": [-0.488, 1.049, -0.763, -0.480, -0.259, 0.201, 0.206, 0.186, -0.071, 0.186, 0.183, -0.626, 0.226, 0.216, 0.216, 0.965, -1.084, -0.208, 0.121, 0.116, 0.105]
}

---

5.
{
  "formula": "C5H11O",
  "method": "ωB97M-V/def2-TZVPD",
  "e_tot_ev": -7409.861,
  "fmax_ev_per_a": 1.50,
  "charge": -1,
  "mol_weight_g_mol": 87.14,
  "e_lumo_ev": 3.67,
  "smiles": "CCCCC[O-]",
  "elements": ["C", "C", "C", "C", "C", "O", "H", "H", "H", "H", "H", "H", "H", "H", "H", "H", "H"],
  "coordinates": [[1.4655, -2.4747, -0.6328], [0.1791, -1.7214, -0.9010], [-0.1253, -0.6956, 0.2344], [-0.2465, 0.7408, -0.2256], [-0.3371, 1.8128, 0.9333], [-1.1944, 2.7975, 0.6553], [1.6595, -3.2826, -1.3584], [2.3661, -1.8633, -0.6316], [1.3099, -3.0706, 0.2677], [-0.6155, -2.4789, -0.9654], [0.0017, -1.1816, -1.8363], [0.6485, -0.8662, 0.9887], [-1.0456, -0.9916, 0.6865], [-1.1966, 0.9012, -0.7283], [0.6407, 0.9958, -0.8164], [-0.6445, 1.2479, 1.8622], [0.7222, 2.1245, 1.1231]],
  "atomic_forces_ev_per_a": [[0.018, -0.956, -1.159], [-1.192, 0.278, 0.269], [0.494, -0.754, -0.573], [0.484, 0.346, 1.039], [-0.573, -0.416, -0.022], [0.128, 0.378, -0.121], [-0.101, 0.354, -0.284], [-0.054, 0.127, 0.462], [0.369, 0.512, 0.467], [-0.009, 0.007, 0.324], [1.016, -0.126, -0.249], [0.046, 0.461, 0.166], [-0.799, -0.115, 0.589], [0.117, -0.061, -0.576], [-0.333, 0.055, -0.473], [0.221, -0.186, 0.011], [0.166, 0.096, 0.130]],
  "nbo_charge": [-0.606, -0.404, -0.396, -0.455, 0.012, -0.956, 0.186, 0.202, 0.198, 0.176, 0.202, 0.176, 0.189, 0.208, 0.166, 0.049, 0.054]
}

---

6.
{
  "formula": "C5H11O",
  "method": "ωB97M-V/def2-TZVPD",
  "e_tot_ev": -7394.207,
  "fmax_ev_per_a": 6.61,
  "charge": 1,
  "mol_weight_g_mol": 87.14,
  "spin_multiplicity": 3,
  "e_lumo_ev": [-3.03, -11.04],
  "s_squared": 2.01,
  "elements": ["C", "C", "C", "C", "C", "O", "H", "H", "H", "H", "H", "H", "H", "H", "H", "H", "H"],
  "coordinates": [[1.6709, 0.6614, 0.5721], [0.5161, -0.1382, 0.1411], [0.7639, -1.5390, -0.3363], [-0.8618, 0.2133, 0.6560], [-1.9406, 0.3957, -0.4193], [1.1569, 0.8595, -0.7635], [1.5408, 1.4951, 1.2524], [2.6676, 0.2352, 0.5681], [1.6153, -1.5711, -1.0159], [-0.1102, -1.9403, -0.8482], [0.9835, -2.1768, 0.5202], [-1.1547, -0.6093, 1.3138], [0.6324, 1.6790, -0.8712], [-0.8156, 1.1153, 1.2708], [-1.9965, -0.4717, -1.0737], [-2.9049, 0.5131, 0.0653], [-1.7630, 1.2788, -1.0317]],
  "atomic_forces_ev_per_a": [[4.514, 1.708, 4.511], [-5.002, -4.021, -0.663], [1.111, 0.335, 0.618], [1.834, -0.855, 0.938], [-0.525, 0.449, -0.914], [0.900, -0.233, -4.057], [-0.265, 0.112, -0.180], [-0.282, -0.851, 0.229], [-0.039, -0.021, 0.072], [-0.405, 0.132, 0.066], [-0.151, -0.273, 0.027], [-0.078, -0.090, -0.063], [-1.864, 3.424, -0.819], [-0.082, 0.332, -0.091], [0.226, -0.207, 0.027], [0.015, 0.036, 0.283], [0.093, 0.021, 0.015]],
  "nbo_charge": [-0.127, 0.331, -0.649, -0.451, -0.561, -0.508, 0.258, 0.289, 0.263, 0.291, 0.280, 0.256, 0.314, 0.284, 0.234, 0.262, 0.234]
}